Computed, not measured: C12H12F3N4STc as an isolated structure, with wB97M-V/def2-TZVPD.

Cartesian coordinates (Å):
Tc: 0.77912 0.69901 0.53890
F: -0.58162 -1.32225 -5.13021
C: 0.20983 -0.97516 -4.11806
F: 0.24497 -2.02006 -3.23428
F: 1.41370 -0.73767 -4.54633
C: -0.30621 0.15731 -3.27337
C: -1.27551 1.07006 -3.65905
C: -1.86521 1.97620 -2.75372
C: -1.32088 2.07309 -1.49830
N: -0.36298 1.21705 -1.09936
C: 0.11318 0.26484 -1.94712
S: 1.25389 -0.74125 -1.09261
H: -1.72232 0.97477 -4.66055
H: -2.64813 2.64299 -3.10161
H: -1.72407 2.71864 -0.67142
C: 4.59064 1.02799 3.12108
C: 3.36062 0.73090 2.40607
N: 2.38553 0.57725 1.75209
H: 5.47876 1.13125 2.44036
H: 4.75139 0.20431 3.80904
H: 4.40857 1.97449 3.57296
C: -0.63513 -2.58692 0.90449
C: -1.13616 -1.36175 1.67135
N: -0.77127 -0.06233 1.46841
C: -1.60882 0.75308 2.28276
C: -2.33740 -0.06115 3.05824
N: -2.04869 -1.34889 2.61479
H: -0.76261 -2.50770 -0.18673
H: -1.23896 -3.48230 1.21614
H: 0.40815 -2.72568 1.07495
H: -1.38849 1.81030 2.37476
H: -3.10347 0.12556 3.76776
H: -2.56044 -2.19600 2.89859

Properties
Orbital gap (spin up / spin down) in eV: 7.00 / 6.58
Total charge: +3
Electronic energy in Ha: -1460.98463
⟨S²⟩: 3.78
Multiplicity: 4

Charge distribution, natural (NBO) scheme, values in e: Tc 1.3635; F -0.2628; C 0.9804; F -0.3307; F -0.2637; C -0.1361; C -0.0261; C -0.1887; C 0.0946; N -0.5152; C 0.0495; S 0.4607; H 0.2945; H 0.2978; H 0.2561; C -0.7622; C 0.7305; N -0.6288; H 0.3428; H 0.3250; H 0.3173; C -0.6780; C 0.4806; N -0.4960; C -0.1008; C 0.0010; N -0.4445; H 0.2639; H 0.2918; H 0.2574; H 0.2537; H 0.2925; H 0.4802

Computed, not measured: one molecule with the formula C2HNO4, with wB97M-V/def2-TZVPD.

Cartesian coordinates (Å):
C: -1.02864 -0.46178 -0.66536
C: -0.00297 -0.30567 0.47290
N: 1.03751 0.75230 0.28349
O: 0.86812 1.71702 0.91316
O: -1.48049 0.48186 -1.27613
O: -0.01560 -1.12028 1.40469
O: 1.95848 0.36917 -0.35616
H: -1.33642 -1.43261 -0.77661

Properties
Orbital gap in eV: 9.41
Electronic energy in Ha: -432.37345
Multiplicity: 1

Charge distribution, natural (NBO) scheme, values in e: C 0.3395; C 0.5160; N 0.4948; O -0.3021; O -0.4296; O -0.4330; O -0.3349; H 0.1494

Computed, not measured: an isolated ion of composition C8H16N3O2 and charge +1, with wB97M-V/def2-TZVPD.

Cartesian coordinates (Å):
C: -0.87521 0.21283 1.20284
C: 1.47225 0.60592 0.54269
C: 0.04314 1.25675 0.71420
C: -1.86068 2.80900 -0.29858
C: 3.43920 -1.85434 0.04883
C: -1.65013 -2.18061 0.59530
C: -0.53119 2.08377 -0.53586
C: 2.28769 -1.29667 -0.77516
N: -1.44612 -0.81509 0.17874
N: 1.59197 -0.29714 -0.56293
N: -1.73995 -0.33535 -0.94379
O: -1.10168 -0.04922 2.31728
O: -2.19564 -1.26493 -1.84867
H: 2.29385 1.39483 0.55810
H: 1.77297 0.17202 1.57890
H: 0.11252 1.90408 1.54078
H: -2.84724 2.32097 0.04465
H: -2.11756 3.18019 -1.22359
H: -1.64198 3.62242 0.32029
H: 4.23685 -1.15448 -0.03757
H: 3.09517 -1.67436 1.14511
H: 3.67574 -2.93270 -0.17842
H: -1.38689 -2.33754 1.60337
H: -2.67784 -2.45967 0.51963
H: -1.19791 -2.71665 -0.17580
H: 0.23317 2.84380 -0.71220
H: -0.57085 1.57452 -1.40979
H: -2.50186 -0.72494 -2.60289
H: 2.08819 -1.88742 -1.60544

Properties
Orbital gap (spin up / spin down) in eV: 5.27 / 4.89
Total charge: +1
Electronic energy in Ha: -628.65397
⟨S²⟩: 2.02
Multiplicity: 3

Charge distribution, natural (NBO) scheme, values in e: C 0.6880; C -0.3129; C -0.3106; C -0.6179; C -0.6579; C -0.4517; C -0.3669; C 0.1956; N -0.2623; N 0.0271; N -0.0253; O -0.5071; O -0.5636; H 0.2710; H 0.2852; H 0.2586; H 0.2313; H 0.2257; H 0.2112; H 0.2737; H 0.2579; H 0.2861; H 0.2425; H 0.2255; H 0.2107; H 0.2030; H 0.2235; H 0.4973; H 0.2622

Computed, not measured: C3H7IOS as an isolated structure, with wB97M-V/def2-TZVPD.

Cartesian coordinates (Å):
C: -0.41110 -1.42189 -0.16032
C: -0.14812 0.05143 -0.57328
C: 0.99822 0.70941 0.15727
O: -1.26809 0.81168 -0.20198
S: 1.28209 2.35596 0.08757
I: 2.85404 -0.47631 -0.02457
H: 0.08266 -1.98743 -0.84764
H: -1.44290 -1.55855 -0.40297
H: -0.18195 -1.74433 0.84153
H: -0.17937 0.12365 -1.71085
H: -0.09390 0.07874 1.85453
H: -1.57978 0.28167 0.58173
H: 0.08820 2.77597 0.39895

Properties
Orbital gap (spin up / spin down) in eV: 7.56 / 8.58
Electronic energy in Ha: -889.45291
Multiplicity: 1

Charge distribution, natural (NBO) scheme, values in e: C -0.6486; C -0.0442; C -0.3595; O -0.7180; S 0.1494; I 0.1556; H 0.2207; H 0.2192; H 0.2370; H 0.2149; H -0.0520; H 0.4807; H 0.1447